*w*
# C3H9NO2S

2 unconnected molecules or ions with the total composition C3H9NO2S (ωB97M-V with the def2-TZVPD basis set, OMol25).

Positions of all 16 atoms, in Å:
C (-0.96123, 0.40269, -0.79136)
C (-2.05948, 1.41399, -1.12392)
S (-3.54774, 0.67503, -1.90161)
N (-0.23539, 0.64191, 0.45421)
C (1.05224, -0.16917, 0.46537)
O (1.56939, -0.17935, 1.74502)
H (-0.17756, 0.40210, -1.57026)
H (-1.41488, -0.60031, -0.83464)
H (-2.40482, 1.79322, -0.14907)
H (-1.66831, 2.30223, -1.61338)
H (-0.62796, 0.24315, 1.30074)
H (0.73506, -1.21024, 0.22019)
H (1.50438, 0.20679, -0.46168)
H (2.32407, -1.29312, 1.76777)
H (3.03973, -2.34978, 0.77715)
O (2.87250, -2.27913, 1.71546)

* total charge: -2
* molar mass: 123.2 g mol⁻¹
* Kohn-Sham gap: 0.216 hartree

=====

*x*
# C3H9NO2S

2 unconnected molecules or ions with the total composition C3H9NO2S (ωB97M-V with the def2-TZVPD basis set, OMol25).

Positions of all 16 atoms, in Å:
C (-1.00952, 0.34340, 0.24652)
O (-1.45420, -0.98342, 0.29058)
C (0.45525, 0.52639, -0.18246)
C (1.06570, 1.90084, 0.13423)
S (1.40603, 2.24149, 1.90214)
N (1.33928, -0.54878, 0.29422)
H (-1.59775, 0.89389, -0.53260)
H (-1.19991, 0.74695, 1.24637)
H (0.51596, 0.41918, -1.27529)
H (0.30224, 2.59818, -0.26564)
H (1.94218, 2.11144, -0.48153)
H (1.46910, -0.50631, 1.29726)
H (0.86741, -1.42733, 0.10191)
H (-1.51908, -1.97908, -0.70643)
H (-1.18728, -3.49986, -0.70112)
O (-1.39542, -2.83697, -1.36816)

* total charge: -2
* molar mass: 123.2 g mol⁻¹
* Kohn-Sham gap: 0.205 hartree

=====

Name the most stable of them. *x*.

=====

*w*
# C3H9N2O3

2 unconnected molecules or ions with the total composition C3H9N2O3 (ωB97M-V with the def2-TZVPD basis set, OMol25).

Positions of all 17 atoms, in Å:
O (-0.63871, 3.01763, 0.13715)
C (-0.10370, 1.89366, -0.08648)
N (0.32005, 1.43874, -1.25965)
C (-0.08333, 0.93675, 1.11257)
N (0.69665, -0.30828, 0.94841)
C (0.03435, -1.51271, 1.37091)
O (-0.99760, -2.02425, 0.54132)
H (0.53867, -0.20589, -1.97586)
H (0.33679, 2.26061, -1.88189)
H (-1.11443, 0.68626, 1.31494)
H (0.22862, 1.41224, 2.04585)
H (1.04658, -0.30284, -0.02572)
H (-0.44192, -1.30185, 2.31308)
H (0.77366, -2.30874, 1.59221)
H (-0.10152, -0.70091, -3.31495)
H (-0.76119, -1.94688, -0.38302)
O (0.26703, -1.03352, -2.44888)

* total charge: -1
* molar mass: 121.1 g mol⁻¹
* Kohn-Sham gap: 0.293 hartree

=====

*x*
# C3H9N2O3

2 unconnected molecules or ions with the total composition C3H9N2O3 (ωB97M-V with the def2-TZVPD basis set, OMol25).

Positions of all 17 atoms, in Å:
O (2.60095, -0.88586, 1.65823)
C (1.45049, -0.65517, 1.31240)
N (0.51104, -0.53813, 2.36174)
C (1.07541, -0.43719, -0.10515)
N (-0.39660, -0.48267, -0.27354)
C (-1.21417, 0.73120, 0.11579)
O (-1.47112, 1.58154, -0.87070)
H (-0.40512, -0.73299, 1.95497)
H (0.89045, -1.16107, 3.08847)
H (1.41525, -1.35576, -0.60463)
H (1.55047, 0.48017, -0.56438)
H (-0.61530, -0.59669, -1.24491)
H (-0.78409, 1.24546, 1.03993)
H (-2.20909, 0.23519, 0.54782)
H (-1.33723, 0.91969, -2.15579)
H (-0.22341, 1.18201, -3.23927)
O (-0.83794, 0.47026, -3.02098)

* total charge: -1
* molar mass: 121.1 g mol⁻¹
* Kohn-Sham gap: 0.278 hartree

=====

Name the most stable of them. *w*.

=====

*w*
# C4H6ClN3

C4H6ClN3 in the gas phase (ωB97M-V with the def2-TZVPD basis set, OMol25).

Positions of all 14 atoms, in Å:
H (-2.21870, 1.14083, -0.07759)
N (-2.21480, 0.07106, -0.09186)
C (-1.05897, -0.39410, 0.20544)
N (-0.55493, -1.72596, 0.06314)
C (0.84724, -1.62817, -0.15220)
C (1.24576, -0.37855, -0.15927)
Cl (2.90663, 0.03519, 0.01752)
C (0.18607, 0.55972, 0.39845)
N (-0.08613, 1.81658, -0.18960)
H (-1.21206, -2.27407, -0.42393)
H (1.44562, -2.53754, -0.09878)
H (0.31870, 0.57994, 1.48627)
H (0.15101, 1.82757, -1.21630)
H (0.24456, 2.90750, 0.23870)

* SMILES string: [H]/N=C1/NC=C(Cl)[C@H]1N
* total charge: 0
* molar mass: 131.6 g mol⁻¹
* Kohn-Sham gap: 0.340 hartree

=====

*x*
# C4H6ClN3

C4H6ClN3 in the gas phase (ωB97M-V with the def2-TZVPD basis set, OMol25).

Positions of all 14 atoms, in Å:
C (1.30412, -0.34185, -0.33298)
C (0.46315, -0.05743, 0.68101)
C (-1.01116, -0.41202, -1.70270)
C (0.88639, 0.30217, 2.13974)
N (-1.44888, 0.07428, -0.61727)
N (-0.94563, 0.13316, 0.56153)
N (-1.25162, -0.34197, -3.00025)
Cl (2.95481, -0.83935, 0.19878)
H (0.20992, -0.02896, 2.95020)
H (2.00217, 0.10639, 2.34285)
H (0.70105, 1.46183, 2.17676)
H (-1.43104, 0.44424, 1.42324)
H (-1.07039, -1.13586, -3.51943)
H (-1.36290, 0.63537, -3.30148)

* total charge: 0
* molar mass: 131.6 g mol⁻¹
* Kohn-Sham gap (spin up / spin down): 0.271 / 0.271 hartree

=====

Name the most stable of them. *w*.

=====

*w*
# CH2OS3

A molecular structure, CH2OS3 (ωB97M-V with the def2-TZVPD basis set, OMol25).

Positions of all 7 atoms, in Å:
C (0.22611, 0.14963, 0.07858)
O (-0.59729, -1.27967, -0.71173)
S (1.81665, -0.23723, 0.75843)
S (1.48511, 0.81534, -0.92128)
S (-1.28006, 0.69027, 0.69784)
H (-0.29013, -2.09558, -0.16661)
H (-1.36039, 1.95723, 0.26476)

* total charge: 0
* molar mass: 126.2 g mol⁻¹
* Kohn-Sham gap: 0.318 hartree

=====

*x*
# CH2OS3

A molecular structure, CH2OS3 (ωB97M-V with the def2-TZVPD basis set, OMol25).

Positions of all 7 atoms, in Å:
C (0.83239, -0.66233, -0.11876)
O (-1.07494, 0.92822, 1.53285)
S (-2.10148, 1.19158, -1.07884)
S (2.18322, -0.72703, 0.72124)
S (-0.64170, 1.14849, 0.14500)
H (0.77219, -0.45123, -1.14338)
H (0.03032, -1.42770, -0.05811)

* total charge: 0
* molar mass: 126.2 g mol⁻¹
* Kohn-Sham gap: 0.238 hartree

=====

Name the most stable of them. *x*.

=====

*w*
# C39H31Cl2N6O4PSSrTe

A molecular structure, C39H31Cl2N6O4PSSrTe (ωB97M-V with the def2-TZVPD basis set, OMol25).

Positions of all 86 atoms, in Å:
Sr (0.19726, -0.30392, -0.35387)
C (2.37566, -0.78222, 3.82675)
C (1.86133, -1.98889, 4.35663)
C (0.79681, -2.58502, 3.76060)
C (0.15697, -1.95645, 2.63250)
N (0.86287, -0.97649, 1.97052)
C (1.86392, -0.37718, 2.61757)
C (-0.86511, -2.69313, 1.85362)
C (-1.35928, -3.94454, 2.29228)
C (-2.29272, -4.60303, 1.53816)
C (-2.72597, -4.04792, 0.32759)
C (-2.11583, -2.88629, -0.08922)
N (-1.17803, -2.25073, 0.61729)
H (3.19514, -0.24688, 4.28675)
H (2.30263, -2.43610, 5.24042)
H (0.38050, -3.47989, 4.19485)
H (2.31165, 0.47374, 2.10321)
H (-1.05899, -4.35268, 3.24278)
H (-2.69868, -5.54613, 1.88625)
H (-3.48354, -4.52093, -0.28241)
H (-2.36984, -2.43179, -1.04238)
C (3.47784, 2.75866, -0.01180)
C (3.80576, 1.36918, -0.42921)
N (2.93484, 0.41829, -0.68361)
C (3.65662, -0.69330, -1.02750)
C (4.99645, -0.40762, -0.97655)
N (5.06700, 0.91201, -0.59630)
C (6.23589, -1.16134, -1.22038)
O (6.09278, -2.40276, -1.60484)
O (7.31321, -0.58983, -1.18054)
C (2.95445, -1.97766, -1.38138)
O (3.67325, -2.96958, -1.65835)
O (1.70975, -1.91718, -1.36569)
H (2.56777, 2.74934, 0.58465)
H (3.29936, 3.39525, -0.88124)
H (4.28245, 3.19054, 0.58393)
H (5.93714, 1.39871, -0.45838)
H (5.07632, -2.67352, -1.60509)
Cl (-0.60384, -1.13797, -3.32066)
C (-1.80032, -0.13018, -4.09720)
C (-1.93845, -0.29362, -5.46254)
C (-2.84783, 0.48065, -6.16502)
C (-3.60079, 1.41571, -5.47085)
C (-3.44460, 1.55874, -4.10493)
Cl (-4.42481, 2.76953, -3.32696)
C (-2.54429, 0.79234, -3.32370)
S (-2.39942, 0.99742, -1.62453)
H (-1.32498, -1.03034, -5.96396)
H (-2.96578, 0.36022, -7.23383)
H (-4.31734, 2.04502, -5.98173)
N (-0.13548, 3.76611, 0.32280)
P (-0.48064, 2.49352, 1.44872)
C (-2.14635, 3.02658, 1.96406)
C (-2.36053, 4.25627, 2.58589)
C (-3.64599, 4.67105, 2.89436)
C (-4.72520, 3.85093, 2.58609)
C (-4.51612, 2.62160, 1.98208)
C (-3.22814, 2.20287, 1.67614)
C (0.52397, 3.05822, 2.87009)
C (1.44522, 4.10171, 2.80724)
C (2.21633, 4.42746, 3.91596)
C (2.07606, 3.70942, 5.09567)
C (1.16476, 2.66389, 5.15941)
C (0.39270, 2.33440, 4.05673)
C (0.11364, 3.59369, -1.02340)
C (-0.08289, 4.67018, -1.90656)
C (0.17757, 4.49003, -3.24460)
C (0.63771, 3.25375, -3.69110)
C (0.80435, 2.25905, -2.75041)
N (0.55415, 2.41314, -1.45026)
H (-0.52693, 4.67192, 0.53944)
H (-1.51264, 4.87962, 2.85339)
H (-3.80704, 5.62330, 3.38613)
H (-5.73133, 4.16832, 2.83410)
H (-5.34937, 1.96760, 1.76194)
H (-3.06744, 1.22512, 1.24288)
H (1.56649, 4.66090, 1.88692)
H (2.92964, 5.24164, 3.85289)
H (2.68296, 3.95705, 5.95896)
H (1.05972, 2.07940, 6.06518)
H (-0.30102, 1.49196, 4.10548)
H (-0.46385, 5.61140, -1.53019)
H (0.01239, 5.30162, -3.94277)
H (0.83969, 3.06079, -4.73487)
H (1.15274, 1.27454, -3.04777)
Te (-1.98198, -0.74443, 3.76307)

* total charge: -2
* molar mass: 996.9 g mol⁻¹
* Kohn-Sham gap (spin up / spin down): 0.147 / 0.147 hartree

=====

*x*
# C39H31Cl2N6O4PSSrTe

A molecular structure, C39H31Cl2N6O4PSSrTe (ωB97M-V with the def2-TZVPD basis set, OMol25).

Positions of all 86 atoms, in Å:
Sr (1.13217, 0.53372, 1.12853)
C (1.08737, -4.28252, 1.74129)
C (0.06235, -4.48563, 2.72166)
C (-0.67619, -3.44003, 3.15447)
C (-0.45234, -2.08664, 2.66063)
N (0.59507, -1.90069, 1.70774)
C (1.28409, -2.98374, 1.32700)
C (-1.21185, -1.01016, 3.03612)
C (-2.23039, -1.06600, 4.07755)
C (-2.89374, 0.03388, 4.49401)
C (-2.58794, 1.31695, 3.90979)
C (-1.64889, 1.31122, 2.91248)
N (-0.98509, 0.26100, 2.40762)
H (1.72487, -5.08090, 1.38356)
H (-0.14398, -5.48206, 3.10419)
H (-1.47053, -3.61301, 3.87171)
H (2.08500, -2.77894, 0.61884)
H (-2.45133, -2.02294, 4.53687)
H (-3.63687, -0.04954, 5.28241)
H (-3.04147, 2.23889, 4.24904)
H (-1.39380, 2.27620, 2.45509)
C (-0.37195, 3.83660, -1.55458)
C (0.12427, 4.09356, -0.17672)
N (0.67459, 3.19805, 0.61632)
C (1.00599, 3.87014, 1.77605)
C (0.64613, 5.17956, 1.66746)
N (0.07901, 5.29825, 0.42626)
C (0.72543, 6.38067, 2.53751)
O (1.35916, 6.24253, 3.65389)
O (0.23156, 7.41859, 2.14205)
C (1.64588, 3.17940, 2.95290)
O (1.93339, 3.91341, 3.93816)
O (1.83514, 1.96189, 2.83252)
H (-0.43083, 2.76421, -1.71020)
H (0.31246, 4.24878, -2.30000)
H (-1.36269, 4.26790, -1.71111)
H (-0.28637, 6.16566, 0.07478)
H (1.77083, 5.24093, 3.73706)
Cl (2.92527, -1.71294, -1.98445)
C (4.56273, -2.27325, -2.00669)
C (4.96878, -2.96154, -3.13959)
C (6.23692, -3.51083, -3.19579)
C (7.08698, -3.37293, -2.11074)
C (6.66935, -2.66207, -0.99793)
Cl (7.81615, -2.54505, 0.31359)
C (5.40467, -2.05880, -0.90022)
S (4.95201, -1.17450, 0.55648)
H (4.26749, -3.07241, -3.95632)
H (6.55506, -4.05395, -4.07780)
H (8.08091, -3.80077, -2.11301)
N (-1.01334, -0.65194, -2.38802)
P (-1.30349, -0.27035, -0.71760)
C (-2.84196, 0.73881, -0.86501)
C (-2.88197, 1.96489, -0.21132)
C (-3.99744, 2.79131, -0.32514)
C (-5.07050, 2.39621, -1.10588)
C (-5.04239, 1.16965, -1.76256)
C (-3.93546, 0.34462, -1.63217)
C (-1.99658, -1.86576, -0.20581)
C (-1.48205, -3.05232, -0.72796)
C (-1.95501, -4.27919, -0.28933)
C (-2.93885, -4.32653, 0.69377)
C (-3.43781, -3.15128, 1.23351)
C (-2.95547, -1.92182, 0.80636)
C (-0.07146, 0.00106, -3.15701)
C (-0.06979, -0.15400, -4.55798)
C (0.91063, 0.47927, -5.28521)
C (1.86881, 1.25153, -4.63794)
C (1.78292, 1.34400, -3.26071)
N (0.83725, 0.74900, -2.53618)
H (-1.68764, -1.18987, -2.90759)
H (-2.04145, 2.26482, 0.40530)
H (-4.01771, 3.73369, 0.21158)
H (-5.94024, 3.03773, -1.19638)
H (-5.88812, 0.85123, -2.36205)
H (-3.92998, -0.62907, -2.11272)
H (-0.68022, -3.01758, -1.45739)
H (-1.52701, -5.19093, -0.68648)
H (-3.29324, -5.28283, 1.06220)
H (-4.16890, -3.18235, 2.03382)
H (-3.33007, -1.00966, 1.25976)
H (-0.82543, -0.76534, -5.03618)
H (0.92910, 0.36658, -6.36331)
H (2.66545, 1.74948, -5.17447)
H (2.52123, 1.89671, -2.68907)
Te (4.24335, 1.06013, -0.12530)

* total charge: -2
* molar mass: 996.9 g mol⁻¹
* Kohn-Sham gap: 0.108 hartree

=====

Name the most stable of them. *w*.

=====

*w*
# C7H19NO3Si

C7H19NO3Si in the gas phase (ωB97M-V with the def2-TZVPD basis set, OMol25).

Positions of all 31 atoms, in Å:
C (1.35042, -0.50351, -4.07779)
N (0.17701, 0.24984, -3.61638)
C (0.52091, 1.19636, -2.53549)
C (0.88153, 0.58397, -1.08361)
C (-0.46506, 0.26006, -0.41732)
Si (-0.14623, 0.02426, 1.42712)
O (-1.66365, -0.34521, 2.00813)
C (-1.74487, -0.75743, 3.35309)
O (0.38949, 1.40850, 2.25961)
C (-0.57309, 2.45521, 2.41543)
O (0.81542, -1.30703, 1.66675)
C (0.34783, -2.55497, 1.18952)
H (1.21383, -1.44709, -4.61000)
H (1.84170, -0.91876, -3.15601)
H (2.09133, 0.17109, -4.54377)
H (-0.68808, -0.26438, -3.32114)
H (-0.04095, 2.08084, -2.46330)
H (1.47543, 1.53500, -2.87397)
H (1.54306, -0.33972, -1.12419)
H (1.48732, 1.20541, -0.43285)
H (-1.27020, 0.84934, -0.91640)
H (-0.68859, -0.78940, -0.62497)
H (-2.72927, -0.50748, 3.65082)
H (-0.98233, -0.10636, 3.85701)
H (-1.45534, -1.80954, 3.41494)
H (-0.21514, 3.30462, 1.89470)
H (-1.53715, 2.04297, 2.00112)
H (-0.67725, 2.67241, 3.49558)
H (0.74762, -3.29273, 1.88522)
H (-0.76983, -2.40298, 1.12801)
H (0.76416, -2.69329, 0.15010)

* SMILES string: CNCCC[Si](OC)(OC)OC
* total charge: 0
* molar mass: 193.3 g mol⁻¹
* Kohn-Sham gap: 0.347 hartree

=====

*x*
# C7H19NO3Si

C7H19NO3Si in the gas phase (ωB97M-V with the def2-TZVPD basis set, OMol25).

Positions of all 31 atoms, in Å:
C (-2.70736, -3.28170, 0.83882)
C (-1.77251, -2.72015, -0.12992)
O (-1.51546, -1.36122, 0.22081)
Si (-0.07687, -0.85696, 0.82823)
O (1.07087, -1.83056, 0.28831)
C (2.41514, -1.80712, 0.02212)
C (2.91180, -0.96790, -1.19566)
N (2.71213, 0.55483, -1.02547)
O (0.24845, 0.55219, 0.15026)
C (0.18108, 1.90864, 0.42652)
C (-0.78241, 2.57435, -0.56341)
C (-0.28598, 2.26256, 1.78334)
H (-2.16146, -3.31802, 1.79410)
H (-3.60075, -2.73851, 1.00388)
H (-3.02677, -4.37061, 0.74928)
H (-2.05132, -2.77386, -1.13732)
H (-0.87010, -3.25938, -0.03943)
H (-0.16348, -0.92788, 2.35192)
H (2.95010, -1.34801, 0.79898)
H (2.80749, -2.81695, -0.10892)
H (2.51734, -1.32244, -2.15056)
H (4.11040, -1.05259, -1.35334)
H (2.41456, 0.96985, -1.91822)
H (1.91337, 0.63853, -0.35796)
H (1.11810, 2.34214, 0.06817)
H (-0.88888, 1.99487, -1.37748)
H (-1.80139, 2.63156, -0.16390)
H (-0.36119, 3.52836, -0.80427)
H (0.43110, 2.10211, 2.62617)
H (-1.04361, 1.51425, 2.10085)
H (-0.80903, 3.27119, 2.04486)

* SMILES string: CCO[Si@@H](OCCN)OC(C)C
* total charge: 0
* molar mass: 193.3 g mol⁻¹
* Kohn-Sham gap: 0.363 hartree

=====

Name the most stable of them. *x*.